ORCA calculation (ωB97M-V with the def2-TZVPD basis set) on a cluster of 2 separate species, C3H6FNOSi in total in a non-equilibrium geometry.

Computed properties:
Max |F| = 0.06687 hartree/bohr
E = -17338.8959 eV
SMILES = N#CO[SiH3].C=CF
Energy above the lowest of the compared OMol25 structures with the same formula, charge and spin = 22.1 kcal per mole
LUMO energy = 0.7050 eV
Gap between HOMO and LUMO = 10.778 eV

XYZ file:
```
13
C3H6FNOSi ωB97M-V with the def2-TZVPD basis set
H -2.956 0.017 1.251
H 2.780 -1.028 1.174
F -0.868 -0.528 -1.244
N 0.052 2.676 0.174
O 1.387 0.635 0.291
H -2.074 -1.506 0.712
H 3.338 -0.278 -0.910
H -1.923 1.081 -1.019
C 0.717 1.719 0.177
H 1.430 -1.743 -0.478
Si 2.257 -0.654 -0.061
C -1.812 0.123 -0.543
C -2.328 -0.515 0.476
```

Atom charges from the Löwdin analysis, given in e for atoms 1 to 2: 0.088, -0.075

ORCA calculation (ωB97M-V with the def2-TZVPD basis set) on a cluster of 2 separate species, C3H6FO2S in total in a non-equilibrium geometry.

Computed properties:
Max |F| = 0.04573 hartree/bohr
E = -20852.5795 eV
Charge = -1
Energy above the lowest of the compared OMol25 structures with the same formula, charge and spin = 92.0 kcal per mole
LUMO energy (spin up / spin down) = 3.3539 / 3.7928 eV
Gap between HOMO and LUMO (spin up / spin down) = 7.369 / 7.044 eV

XYZ file:
```
13
C3H6FO2S ωB97M-V with the def2-TZVPD basis set
F 0.284 1.163 -1.668
H 0.547 -1.160 0.671
C 0.843 -0.861 -0.368
C -1.393 0.153 -0.304
H 0.507 -1.556 -1.154
H 1.965 -0.623 -0.435
H -2.214 0.806 -0.281
H -1.345 -0.244 0.725
S 0.570 1.571 0.962
C 0.053 0.411 -0.489
O -0.281 -0.688 2.255
O 2.086 1.717 1.008
H -1.622 -0.691 -0.922
```

Atom charges from the Löwdin analysis, given in e for atoms 1 to 2: -0.088, 0.026

ORCA calculation (ωB97M-V with the def2-TZVPD basis set) on a cluster of 2 separate species, C3H6IN in total in a non-equilibrium geometry.

Computed properties:
Max |F| = 0.06988 hartree/bohr
E = -12796.7191 eV
SMILES = C=CI.C=N
Energy above the lowest of the compared OMol25 structures with the same formula, charge and spin = 32.7 kcal per mole
LUMO energy = 0.7464 eV
Gap between HOMO and LUMO = 9.829 eV

XYZ file:
```
11
C3H6IN ωB97M-V with the def2-TZVPD basis set
C -1.156 -1.096 -0.932
H 0.028 0.617 -0.838
H 0.796 0.253 2.482
H -1.150 -2.206 -1.312
H -1.754 -0.803 -0.051
N 0.343 1.691 1.005
I 1.120 -0.909 -2.879
C -0.151 -0.372 -1.328
H 0.299 2.410 1.712
H 0.964 -0.126 0.694
C 0.661 0.542 1.446
```

Atom charges from the Löwdin analysis, given in e for atoms 1 to 2: -0.163, 0.001

ORCA calculation (ωB97M-V with the def2-TZVPD basis set) on the ion C3H6IN2O with charge +1 in a non-equilibrium geometry.

Computed properties:
Max |F| = 0.07751 hartree/bohr
E = -16329.2911 eV
Charge = +1
SMILES = [NH2+]=C1NC[C@H](I)O1
Energy above the lowest of the compared OMol25 structures with the same formula, charge and spin = 9.7 kcal per mole
LUMO energy = -3.3414 eV
Gap between HOMO and LUMO = 10.208 eV

XYZ file:
```
13
C3H6IN2O ωB97M-V with the def2-TZVPD basis set
H -1.169 -2.458 0.275
C 1.342 0.222 0.590
H -1.533 1.233 -0.771
C 0.470 1.300 -0.111
H 0.933 1.737 -1.074
H 0.058 2.213 0.545
H 1.478 0.448 1.682
N -0.735 0.551 -0.453
I 3.271 0.032 -0.256
H -2.403 -1.876 -0.720
O 0.531 -1.009 0.498
C -0.651 -0.702 -0.035
N -1.593 -1.691 -0.169
```

Atom charges from the Löwdin analysis, given in e for atoms 1 to 2: 0.112, -0.697

ORCA calculation (ωB97M-V with the def2-TZVPD basis set) on a cluster of 2 separate species, C3H6IN2O in total in a non-equilibrium geometry.

Computed properties:
Max |F| = 0.06671 hartree/bohr
E = -16325.3654 eV
Charge = +1
Energy above the lowest of the compared OMol25 structures with the same formula, charge and spin = 100.2 kcal per mole
LUMO energy = -4.8980 eV
Gap between HOMO and LUMO = 8.234 eV

XYZ file:
```
13
C3H6IN2O ωB97M-V with the def2-TZVPD basis set
C 0.440 -0.077 -0.419
O 2.436 -3.047 0.298
H 0.750 -0.540 -2.355
H -1.008 0.324 0.869
C -0.011 -0.345 0.879
I 4.495 0.649 0.050
C 3.229 -0.914 -0.104
H 0.667 -1.922 -1.081
H -0.064 -1.311 1.189
N 0.709 -0.914 -1.395
H 0.483 1.015 -0.567
N 3.041 -2.035 0.223
H 0.727 0.115 1.525
```

Atom charges from the Löwdin analysis, given in e for atoms 1 to 2: -0.164, 0.036

ORCA calculation (ωB97M-V with the def2-TZVPD basis set) on the ion C3H6IN2O with charge +1 in a non-equilibrium geometry.

Computed properties:
Max |F| = 0.05722 hartree/bohr
E = -16327.1472 eV
Charge = +1
Energy above the lowest of the compared OMol25 structures with the same formula, charge and spin = 59.1 kcal per mole
LUMO energy (spin up / spin down) = -5.0244 / -5.0242 eV
Gap between HOMO and LUMO (spin up / spin down) = 7.545 / 7.545 eV

XYZ file:
```
13
C3H6IN2O ωB97M-V with the def2-TZVPD basis set
C -0.324 -0.797 -0.117
H -1.116 -2.725 -0.228
O 1.872 -0.303 -0.839
H -0.574 1.044 1.417
N 0.290 1.443 -0.260
H 0.555 -2.730 0.222
H 2.571 -0.241 -0.243
H -1.155 2.601 0.607
I -2.499 -0.141 -0.094
C 0.698 0.131 -0.272
H 0.668 2.179 -0.793
C -0.725 1.656 0.553
N -0.260 -2.117 0.048
```

Atom charges from the Löwdin analysis, given in e for atoms 1 to 2: -0.497, 0.139

ORCA calculation (ωB97M-V with the def2-TZVPD basis set) on a cluster of 3 separate species, C3H6INO in total in a non-equilibrium geometry.

Computed properties:
Max |F| = 0.06302 hartree/bohr
E = -14844.7610 eV
SMILES = N=C=O.C=C.I
Energy above the lowest of the compared OMol25 structures with the same formula, charge and spin = 29.4 kcal per mole
LUMO energy = 0.6735 eV
Gap between HOMO and LUMO = 10.526 eV

XYZ file:
```
12
C3H6INO ωB97M-V with the def2-TZVPD basis set
C -0.447 0.004 -0.125
C 1.369 -2.185 0.181
O 0.284 -2.474 0.506
N 2.418 -2.016 -0.375
H 3.387 -1.891 -0.409
I -4.420 -0.067 -0.022
H 1.294 1.075 -0.341
H 1.078 0.603 1.374
H -3.482 0.987 0.763
C 0.667 0.597 0.347
H -1.210 -0.666 0.447
H -0.726 -0.021 -1.131
```

Atom charges from the Löwdin analysis, given in e for atoms 1 to 2: -0.111, -0.438

ORCA calculation (ωB97M-V with the def2-TZVPD basis set) on the molecule C3H6INO2S in a non-equilibrium geometry.

Computed properties:
Max |F| = 0.06554 hartree/bohr
E = -27726.8901 eV
SMILES = CC(C)=NS(=O)(=O)I
Energy above the lowest of the compared OMol25 structures with the same formula, charge and spin = 20.9 kcal per mole
LUMO energy (spin up / spin down) = -1.5380 / -1.5376 eV
Gap between HOMO and LUMO (spin up / spin down) = 7.921 / 7.921 eV

XYZ file:
```
14
C3H6INO2S ωB97M-V with the def2-TZVPD basis set
S 0.555 -2.110 0.233
H -1.524 -0.538 -0.411
C 0.063 0.671 0.104
O 0.630 -2.310 -1.177
I 2.520 -3.156 1.250
C -0.895 0.114 -0.980
O -0.654 -2.442 0.914
C -0.005 2.107 0.584
N 0.933 -0.032 0.646
H -0.771 2.094 1.317
H -1.301 0.940 -1.459
H -0.324 -0.460 -1.704
H 0.988 2.356 0.926
H -0.215 2.765 -0.245
```

Atom charges from the Löwdin analysis, given in e for atoms 1 to 2: 0.247, 0.069

ORCA calculation (ωB97M-V with the def2-TZVPD basis set) on the molecule C3H6INS in a non-equilibrium geometry.

Computed properties:
Max |F| = 0.08113 hartree/bohr
E = -23631.3971 eV
SMILES = SC1CN(I)C1
Energy above the lowest of the compared OMol25 structures with the same formula, charge and spin = 26.6 kcal per mole
LUMO energy = -0.0567 eV
Gap between HOMO and LUMO = 8.731 eV

XYZ file:
```
12
C3H6INS ωB97M-V with the def2-TZVPD basis set
S 1.807 0.411 1.451
N -1.203 -0.145 -0.824
C 0.070 1.019 -0.666
C 0.138 0.452 0.706
H 0.106 -1.662 -0.049
H -0.195 2.010 -0.730
H -0.716 1.014 1.331
H 2.036 -0.934 1.707
C -0.549 -0.861 0.256
H -1.264 -1.357 0.915
H 0.927 0.847 -1.326
I -1.155 -0.795 -2.772
```

Atom charges from the Löwdin analysis, given in e for atoms 1 to 2: 0.705, -0.548

ORCA calculation (ωB97M-V with the def2-TZVPD basis set) on a cluster of 2 separate species, C3H6IO in total in a non-equilibrium geometry.

Computed properties:
Max |F| = 0.02620 hartree/bohr
E = -13358.8352 eV
Charge = -1
Energy above the lowest of the compared OMol25 structures with the same formula, charge and spin = 8.4 kcal per mole
LUMO energy = 3.2591 eV
Gap between HOMO and LUMO = 6.666 eV

XYZ file:
```
11
C3H6IO ωB97M-V with the def2-TZVPD basis set
C 0.784 0.274 0.706
H 1.232 -1.436 -0.564
H 1.011 -1.684 1.261
H -0.665 1.096 -0.665
H -0.361 2.116 0.738
I -2.339 -0.201 -4.502
C 0.680 -1.196 0.344
O 1.828 0.740 1.141
C -0.460 1.082 0.405
H -1.329 0.637 0.888
H -0.381 -1.429 0.247
```

Atom charges from the Löwdin analysis, given in e for atoms 1 to 2: -0.490, 0.094

ORCA calculation (ωB97M-V with the def2-TZVPD basis set) on a structure of composition C3H6MgO4PtS in a non-equilibrium geometry.

Computed properties:
Max |F| = 0.09166 hartree/bohr
Expectation value of S² = 2.010
2S+1 = 3
E = -30920.1030 eV
LUMO energy (spin up / spin down) = -0.5696 / -0.9522 eV
Gap between HOMO and LUMO (spin up / spin down) = 6.841 / 6.448 eV

XYZ file:
```
16
C3H6MgO4PtS ωB97M-V with the def2-TZVPD basis set
O 0.038 0.912 -1.249
Mg 0.675 1.580 0.515
H 0.811 -0.767 2.053
H -1.551 0.145 -2.202
C -1.281 0.460 -1.175
H -2.316 -0.593 0.440
O 2.901 -0.683 0.095
H -1.942 1.267 -0.803
H -0.874 -0.244 2.208
O 2.589 1.891 0.501
Pt 1.150 -0.990 -0.729
C -1.505 -0.772 -0.282
S 3.374 0.807 -0.429
H -1.745 -1.644 -0.909
C 0.004 -0.213 1.543
O -0.328 -1.154 0.422
```

Atom charges from the Löwdin analysis, given in e for atoms 1 to 2: -0.430, 0.802

ORCA calculation (ωB97M-V with the def2-TZVPD basis set) on a structure of composition C3H6MgO4STb in a non-equilibrium geometry.

Computed properties:
Max |F| = 0.07506 hartree/bohr
Expectation value of S² = 12.789
2S+1 = 7
E = -50105.5400 eV
Charge = +1
Energy above the lowest of the compared OMol25 structures with the same formula, charge and spin = 0.0 kcal per mole
LUMO energy (spin up / spin down) = -5.4715 / -4.7141 eV
Gap between HOMO and LUMO (spin up / spin down) = 6.856 / 7.670 eV

XYZ file:
```
16
C3H6MgO4STb ωB97M-V with the def2-TZVPD basis set
H -0.758 -0.399 2.268
C -1.521 -0.631 -0.260
H -1.117 0.055 -2.223
Tb 1.569 -1.440 -0.684
H -2.230 -0.369 0.539
C -1.344 0.527 -1.241
H -1.887 -1.513 -0.805
H -2.331 1.034 -1.266
Mg 0.572 1.641 0.636
H 0.917 -0.844 1.975
C 0.077 -0.252 1.564
S 3.126 0.743 -0.522
O 3.064 -0.760 0.170
O 2.520 1.808 0.538
O -0.351 1.464 -1.044
O -0.307 -1.065 0.354
```

Atom charges from the Löwdin analysis, given in e for atoms 1 to 2: 0.065, -0.198